# 1
8
Properties=species:S:1:pos:R:3 method="wB97M-V/def2-TZVPD" gap_ha=0.353 lumo_energy_ev=0.81 e_tot_ev=-7920.53286
F -1.599 0.168 1.064
O 0.198 1.112 0.276
C 0.807 0.464 -0.700
C -0.058 -0.677 -0.661
C -0.282 -0.055 0.788
H 0.053 -0.534 1.762
H -0.515 -1.641 -1.231
H 1.395 1.162 -1.297

=====

# 2
9
Properties=species:S:1:pos:R:3 method="wB97M-V/def2-TZVPD" gap_ha=0.363 lumo_energy_ev=0.38 e_tot_ev=-9970.02558
F -2.780 0.023 -0.001
O 0.074 2.042 0.295
O -1.267 -1.539 0.265
C 0.117 0.865 0.177
C -1.567 -0.420 0.284
C 1.213 -0.084 -0.153
H 0.721 -0.981 0.151
H 1.291 -0.040 -1.247
H 2.199 0.135 0.228

=====

# 3
9
Properties=species:S:1:pos:R:3 method="wB97M-V/def2-TZVPD" gap_ha="0.339 / 0.275" lumo_energy_ev="0.06 / -0.82" e_tot_ev=-9966.67804
F 2.086 -0.300 -1.994
O 2.698 0.752 -0.091
O -0.974 -1.156 0.187
C -0.777 -0.003 -0.315
C -1.194 -0.062 1.038
C 1.893 0.156 -0.716
H -0.466 0.058 1.802
H -2.239 0.202 1.305
H -1.027 0.354 -1.216

=====

# 4
9
Properties=species:S:1:pos:R:3 method="wB97M-V/def2-TZVPD" s2=2.006 spin_multiplicity=3 gap_ha="0.278 / 0.402" lumo_energy_ev="0.83 / -2.15" e_tot_ev=-9967.12901
F -1.588 -1.349 -0.485
O -2.772 -0.016 0.891
O 0.384 2.164 0.273
C -1.748 -0.301 0.415
C 1.218 -0.193 -0.249
C 0.322 1.017 0.102
H 1.007 -0.592 -1.199
H 2.194 0.100 -0.239
H 0.985 -0.830 0.491

=====

# 5
10
Properties=species:S:1:pos:R:3 method="wB97M-V/def2-TZVPD" s2=2.051 spin_multiplicity=3 gap_ha="0.172 / 0.208" lumo_energy_ev="-6.58 / -6.82" total_charge=+1 e_tot_ev=-39483.41208
Tm 4.630 -0.387 -1.007
F 0.321 -0.318 3.396
O 1.837 -0.829 1.171
O 1.183 0.378 -0.483
C 0.321 0.703 0.616
C 0.490 -0.471 1.399
C 2.323 0.114 0.264
H 1.783 1.444 0.839
H -0.210 1.526 1.115
H -0.207 -1.309 1.386

=====

# 6
11
Properties=species:S:1:pos:R:3 method="wB97M-V/def2-TZVPD" gap_ha=0.340 lumo_energy_ev=-3.67 total_charge=+1 e_tot_ev=-12665.76480
Rb 1.351 0.808 0.403
F -2.194 1.585 -0.271
O -1.528 -0.498 0.600
O 4.549 0.102 -0.064
O 6.846 -0.180 -0.108
C -2.458 -0.898 -0.310
C -2.794 0.439 0.175
C 5.700 -0.064 -0.101
H -2.892 -0.160 -1.293
H -3.101 -1.745 -0.041
H -3.479 0.611 1.009

=====

# 7
9
Properties=species:S:1:pos:R:3 method="wB97M-V/def2-TZVPD" gap_ha=0.342 lumo_energy_ev=0.01 e_tot_ev=-18758.08427
S -2.711 -0.246 -0.007
F 2.460 0.492 -0.007
O -0.243 0.777 -0.005
C -1.570 0.913 0.000
C 0.344 -0.480 0.004
C 1.665 -0.575 -0.006
H 2.194 -1.541 -0.006
H -0.317 -1.343 0.016
H -1.821 2.002 0.012

=====

# 8
9
Properties=species:S:1:pos:R:3 method="wB97M-V/def2-TZVPD" gap_ha=0.277 lumo_energy_ev=-1.17 e_tot_ev=-18756.64016 smiles="C=C(F)C(O)=S"
S -2.229 0.035 -0.169
F 1.675 -0.782 -0.274
O -0.753 -1.931 0.079
C 0.429 1.470 -0.042
C -0.709 -0.661 0.107
C 0.527 0.062 0.116
H -0.478 2.027 0.085
H 0.246 -2.407 -0.140
H 1.291 2.186 0.239

=====

# 9
9
Properties=species:S:1:pos:R:3 method="wB97M-V/def2-TZVPD" gap_ha=0.371 lumo_energy_ev=0.62 e_tot_ev=-18758.35993
S 1.069 1.040 -0.545
F -1.256 -1.214 -0.583
O 2.839 -0.813 0.038
C -0.573 0.985 0.118
C -1.415 -0.011 0.057
C 1.689 -0.597 -0.094
H 0.843 -1.331 -0.132
H -2.399 0.055 0.482
H -0.799 1.887 0.659

=====

# 10
8
Properties=species:S:1:pos:R:3 method="wB97M-V/def2-TZVPD" gap_ha=0.302 lumo_energy_ev=-0.90 e_tot_ev=-16709.20746 smiles="C=C(F)C=S"
S 1.192 1.406 -0.336
F -1.715 -0.684 0.490
C 0.039 -1.920 -0.242
C -0.512 -0.790 0.054
C -0.105 0.648 0.217
H -0.823 1.080 1.124
H 1.009 -2.020 -0.614
H -0.347 -3.026 0.288

=====

# 11
9
Properties=species:S:1:pos:R:3 method="wB97M-V/def2-TZVPD" s2=6.007 spin_multiplicity=5 gap_ha="0.187 / 0.161" lumo_energy_ev="-1.09 / -1.80" e_tot_ev=-39793.22257
Fe -2.619 -2.129 3.597
O -1.236 -0.859 -0.636
C 1.408 1.299 -0.155
C -0.204 -0.276 -1.185
C 0.926 0.100 -0.454
Li -1.507 -1.320 1.064
H 2.458 1.556 -0.350
H -0.052 -0.423 -2.272
H 0.825 2.053 0.391

=====

# 12
11
Properties=species:S:1:pos:R:3 method="wB97M-V/def2-TZVPD" s2=15.781 spin_multiplicity=8 gap_ha="0.270 / 0.217" lumo_energy_ev="-9.93 / -12.61" total_charge=+2 e_tot_ev=-32159.55660
Gd 0.826 1.419 -2.509
O 3.247 -0.282 1.017
O 2.381 0.651 -0.851
O -2.649 -0.983 1.359
O -0.827 0.426 -1.151
C 2.466 0.045 0.206
C -1.992 -0.089 0.885
C -0.845 -0.348 -0.078
H -2.305 0.978 0.960
H -0.823 -1.430 -0.323
H 0.521 -0.387 0.485